Record 1
A molecular structure, C11H28AlBFNO5PS2, computed with the ωB97M-V functional and the def2-TZVPD basis.

The geometry in XYZ format:
```
51
Properties=species:S:1:pos:R:3:mulliken_charge:R:1
C 4.042 -1.682 -0.529 -1.00
B 2.522 -1.905 -0.928 0.70
O 2.342 -2.317 -2.239 -0.67
Al 0.832 -1.630 0.400 -0.54
C -0.583 -3.081 0.230 -0.58
C -0.797 -3.560 -1.164 -0.14
F -1.926 -4.430 -1.301 -0.36
P -0.302 0.319 -0.424 0.20
N -0.561 0.130 -2.020 -0.64
H 4.381 -2.477 0.145 0.30
H 4.143 -0.742 0.020 0.27
H 4.699 -1.665 -1.406 0.21
H 1.438 -2.112 -2.521 0.34
H 1.208 -1.468 1.953 -0.14
H -1.526 -2.635 0.577 0.23
H -0.362 -3.912 0.908 0.36
H 0.053 -4.136 -1.541 0.17
H -0.989 -2.729 -1.849 0.14
H -1.530 0.531 0.276 -0.03
H 0.342 1.544 -0.127 0.00
H -0.208 0.933 -2.532 0.14
C -4.081 0.929 -4.832 -0.69
C -3.363 1.261 -6.146 -0.65
C -3.085 2.767 -6.137 -0.66
S -2.925 3.235 -4.399 1.14
O -4.008 4.135 -4.072 -0.68
O -1.568 3.631 -4.131 -0.66
C -3.283 1.617 -3.732 -0.41
H -4.131 -0.145 -4.657 0.36
H -5.103 1.316 -4.858 0.32
H -2.423 0.709 -6.195 0.31
H -3.957 0.980 -7.016 0.32
H -2.162 3.042 -6.641 0.35
H -3.915 3.342 -6.544 0.34
H -3.822 1.739 -2.796 0.45
H -2.338 1.101 -3.534 0.18
C 2.237 -0.176 7.099 -0.57
C 2.591 1.308 6.928 -0.56
C 2.914 1.533 5.448 -0.75
S 1.965 0.294 4.530 1.22
O 2.911 -0.606 3.933 -0.58
O 0.924 0.944 3.787 -0.63
C 1.265 -0.510 5.974 -0.77
H 1.799 -0.378 8.076 0.34
H 3.137 -0.787 7.002 0.29
H 1.735 1.921 7.217 0.29
H 3.430 1.599 7.560 0.31
H 2.621 2.516 5.089 0.34
H 3.963 1.352 5.222 0.35
H 1.173 -1.571 5.755 0.39
H 0.282 -0.073 6.145 0.38
```

Values from the calculation:
HOMO level ... -4.03 eV
Energy above the lowest of the compared OMol25 structures with the same formula, charge and spin ... 0.000 eV
Charge ... -1
Electronic energy ... -64539.8542 eV

Record 2
10 unconnected molecules or ions with the total composition C33H93N9O10 at a distorted geometry, computed with the ωB97M-V functional and the def2-TZVPD basis.

The geometry in XYZ format:
```
145
Properties=species:S:1:pos:R:3:mulliken_charge:R:1
C -3.687 -2.083 -5.846 -0.70
O -3.668 -1.202 -4.699 -0.26
C -4.886 -1.028 -4.000 -0.75
C -5.829 0.029 -4.725 0.70
C -5.194 1.427 -4.634 -1.39
N -7.222 0.044 -4.302 -0.73
H -4.020 -3.052 -5.475 0.31
H -2.672 -2.047 -6.240 0.21
H -4.332 -1.684 -6.629 0.28
H -5.337 -2.003 -3.817 0.36
H -4.679 -0.718 -2.975 0.30
H -5.921 -0.263 -5.771 0.13
H -4.220 1.443 -5.123 0.32
H -5.016 1.850 -3.645 0.34
H -5.737 2.157 -5.234 0.37
H -7.665 -0.854 -4.428 0.26
H -7.312 0.183 -3.306 0.24
C 1.643 -5.657 -6.274 -0.67
O 0.870 -6.444 -5.370 -0.32
C 1.616 -6.727 -4.163 -0.58
C 0.866 -7.678 -3.204 0.67
C -0.202 -6.997 -2.348 -1.58
N 1.718 -8.407 -2.212 -0.76
H 2.433 -6.256 -6.725 0.28
H 2.097 -4.806 -5.766 0.29
H 0.909 -5.363 -7.025 0.24
H 2.423 -7.392 -4.470 0.26
H 2.012 -5.830 -3.686 0.37
H 0.282 -8.443 -3.716 0.20
H -0.800 -6.307 -2.943 0.33
H 0.341 -6.338 -1.670 0.39
H -0.866 -7.620 -1.749 0.38
H 1.060 -8.963 -1.684 0.26
H 2.342 -9.027 -2.707 0.25
C -0.163 3.469 0.506 -0.83
O 0.015 2.120 0.150 -0.24
C 0.300 1.850 -1.215 -0.61
C 0.871 0.399 -1.189 0.46
C 2.273 0.334 -0.594 -1.44
N 1.035 0.076 -2.590 -0.70
H -0.426 3.482 1.564 0.25
H -1.033 3.891 0.003 0.31
H 0.701 4.133 0.518 0.31
H -0.659 1.923 -1.727 0.31
H 0.963 2.644 -1.558 0.36
H 0.226 -0.344 -0.720 0.26
H 2.729 -0.645 -0.736 0.41
H 2.300 0.414 0.493 0.33
H 2.894 1.153 -0.957 0.31
H 0.104 -0.115 -2.931 0.24
H 1.452 -0.844 -2.611 0.25
C 10.833 -3.634 5.066 -0.74
O 10.326 -3.312 3.736 -0.34
C 10.437 -1.974 3.336 -0.85
C 9.400 -1.007 4.033 0.65
C 7.836 -1.161 3.772 -1.26
N 9.743 0.348 3.761 -0.70
H 11.065 -4.695 5.161 0.26
H 10.223 -3.172 5.842 0.28
H 11.827 -3.191 5.123 0.32
H 11.443 -1.623 3.566 0.38
H 10.416 -1.808 2.259 0.41
H 9.582 -1.175 5.094 0.15
H 7.366 -0.619 4.593 0.33
H 7.590 -2.197 4.004 0.31
H 7.342 -0.778 2.879 0.33
H 10.743 0.482 3.701 0.21
H 9.386 0.997 4.448 0.25
C -0.415 0.328 6.791 -0.69
O -0.171 1.711 6.889 -0.28
C 1.013 2.255 6.513 -0.74
C 1.162 3.718 7.007 0.66
C 2.443 4.357 6.416 -1.44
N 1.226 3.744 8.451 -0.77
H -1.274 0.182 7.446 0.24
H 0.409 -0.262 7.193 0.32
H -0.684 0.079 5.764 0.25
H 1.862 1.629 6.787 0.40
H 1.026 2.290 5.423 0.27
H 0.322 4.342 6.704 0.26
H 3.357 4.024 6.908 0.36
H 2.322 5.404 6.693 0.34
H 2.548 4.320 5.332 0.36
H 0.439 3.169 8.716 0.23
H 1.122 4.658 8.870 0.23
C -7.075 6.522 -2.132 -0.71
O -5.968 6.628 -1.363 -0.32
C -5.248 7.818 -1.382 -0.70
C -4.852 8.426 -2.788 0.53
C -3.743 7.690 -3.614 -1.21
N -4.350 9.833 -2.611 -0.75
H -7.656 7.439 -2.233 0.32
H -7.715 5.722 -1.759 0.25
H -6.718 6.132 -3.085 0.24
H -5.712 8.558 -0.730 0.32
H -4.381 7.579 -0.765 0.29
H -5.746 8.449 -3.410 0.28
H -3.475 8.367 -4.425 0.43
H -4.259 6.851 -4.080 0.26
H -3.005 7.353 -2.886 0.28
H -4.077 10.122 -3.539 0.25
H -5.072 10.470 -2.307 0.24
C -5.178 1.122 2.779 -0.72
O -6.243 0.578 3.642 -0.37
C -6.056 -0.777 3.995 -0.74
C -7.142 -1.323 4.972 0.39
C -6.868 -0.751 6.379 -1.34
N -7.194 -2.739 4.997 -0.68
H -4.285 1.359 3.357 0.29
H -5.479 2.121 2.463 0.29
H -4.901 0.561 1.887 0.28
H -6.087 -1.274 3.026 0.45
H -5.044 -0.955 4.357 0.37
H -8.050 -0.813 4.650 0.22
H -7.636 -1.188 7.018 0.37
H -6.921 0.337 6.403 0.37
H -5.887 -0.943 6.812 0.29
H -6.231 -3.042 5.036 0.26
H -7.606 -3.087 5.851 0.29
N 0.565 3.270 -6.461 -0.32
C 1.319 3.758 -7.384 0.66
N 0.652 4.448 -8.256 -0.38
O 2.483 3.586 -7.465 -0.63
H 0.938 2.619 -5.784 0.17
H -0.427 3.450 -6.513 0.14
H 1.086 4.853 -9.074 0.20
H -0.345 4.584 -8.174 0.14
C 7.862 -3.222 -2.163 -0.92
C 8.492 -3.602 -3.499 -0.30
O 7.504 -3.485 -4.449 -0.50
H 7.752 -2.156 -1.962 0.32
H 8.543 -3.542 -1.374 0.29
H 6.894 -3.718 -2.093 0.27
H 8.838 -4.628 -3.377 0.30
H 9.397 -3.004 -3.604 0.24
H 7.425 -2.548 -4.639 0.31
C -0.231 -4.265 2.681 -0.88
C -1.745 -4.098 2.414 -0.24
O -2.408 -4.839 3.383 -0.52
H 0.127 -3.845 3.621 0.28
H 0.257 -3.582 1.987 0.26
H 0.146 -5.265 2.463 0.31
H -1.993 -4.371 1.388 0.23
H -2.103 -3.071 2.486 0.26
H -2.357 -5.782 3.210 0.30
```

Values from the calculation:
SMILES ... COC[C@H](C)N.COC[C@H](C)N.COC[C@H](C)N.COC[C@H](C)N.COC[C@H](C)N.COC[C@H](C)N.COC[C@H](C)N.NC(N)=O.CCO.CCO
HOMO level ... -9.06 eV
Energy above the lowest of the compared OMol25 structures with the same formula, charge and spin ... 2.870 eV
Electronic energy ... -69607.0214 eV

Record 3
A molecular structure, C32H20AuF5O4S2Sb, computed with the ωB97M-V functional and the def2-TZVPD basis.

The geometry in XYZ format:
```
65
Properties=species:S:1:pos:R:3:mulliken_charge:R:1
Au -1.216 -0.340 1.045 1.14
F -0.551 -4.916 5.815 -0.27
C -1.108 -4.177 4.880 0.69
C -1.097 -2.792 5.002 0.14
F -0.518 -2.221 6.051 -0.30
C -1.697 -2.029 4.036 0.45
F -1.675 -0.707 4.182 -0.41
C -2.293 -2.610 2.907 0.25
S -3.032 -1.696 1.655 -0.25
C -2.263 -4.008 2.802 0.17
F -2.792 -4.608 1.749 -0.32
C -1.700 -4.786 3.783 0.15
F -1.700 -6.108 3.681 -0.27
S -2.219 1.759 1.018 -0.47
Sb -0.155 2.587 0.268 2.03
C 0.141 2.218 -1.762 0.69
C 0.094 0.897 -2.205 -0.18
C 0.286 0.621 -3.549 -0.41
C 0.519 1.666 -4.439 -0.67
C 0.567 2.982 -3.991 -0.60
C 0.379 3.267 -2.645 -0.58
C 1.214 1.421 1.328 -0.03
C 2.326 0.879 0.682 -0.56
C 3.190 0.070 1.400 -0.66
C 2.946 -0.192 2.745 -0.48
C 1.836 0.348 3.387 -0.60
C 0.956 1.156 2.682 -0.41
C -0.031 4.626 0.680 0.38
C 0.986 5.082 1.514 -0.35
C 1.060 6.438 1.803 -0.63
C 0.126 7.316 1.264 -0.47
C -0.889 6.850 0.435 -0.64
C -0.976 5.497 0.138 -0.48
H -0.085 0.073 -1.521 -0.30
H 0.253 -0.406 -3.893 0.42
H 0.666 1.452 -5.490 0.41
H 0.751 3.788 -4.690 0.40
H 0.424 4.293 -2.298 0.42
H 2.503 1.058 -0.371 0.47
H 4.039 -0.379 0.902 0.43
H 3.622 -0.836 3.295 0.41
H 1.651 0.136 4.434 0.49
H 0.083 1.570 3.173 0.47
H 1.714 4.397 1.935 0.41
H 1.847 6.807 2.450 0.40
H 0.187 8.372 1.495 0.40
H -1.616 7.539 0.021 0.40
H -1.773 5.136 -0.502 0.45
O 1.801 -2.271 0.033 -0.60
C 0.598 -2.328 -0.055 -0.09
O -0.160 -2.030 1.029 -0.54
C -0.048 -2.779 -1.330 0.85
C -1.357 -2.502 -1.674 0.11
C -1.893 -2.897 -2.910 -1.43
C -1.065 -3.589 -3.749 1.05
O -1.349 -4.098 -4.983 -0.50
C -0.141 -4.724 -5.456 -0.30
O 0.838 -4.584 -4.418 -0.50
C 0.241 -3.876 -3.409 1.01
C 0.785 -3.481 -2.224 -1.40
H -2.004 -1.972 -0.987 0.07
H -2.918 -2.677 -3.184 0.44
H 0.202 -4.219 -6.353 0.27
H -0.327 -5.776 -5.645 0.29
H 1.815 -3.689 -1.963 0.54
```

Values from the calculation:
HOMO level ... -10.58 eV
Energy above the lowest of the compared OMol25 structures with the same formula, charge and spin ... 0.000 eV
Charge ... +1
Electronic energy ... -87177.1296 eV

Q: Among the records above, which one has the lowest HOMO level?
A: C32H20AuF5O4S2Sb

Q: The lowest HOMO level belongs to which entry?
A: C32H20AuF5O4S2Sb